This record from the Open Molecules 2025 dataset describes a cluster of 7 separate species, C36H63N5O21 in total. The level of theory is ωB97M-V/def2-TZVPD.

Structure (XYZ):
```
125
Properties=species:S:1:pos:R:3:forces:R:3:lowdin_charge:R:1
C -2.66495 -3.54048 1.08095 -0.16 0.04 0.34 -0.117
O -3.54863 -2.42813 0.98598 0.28 -0.40 0.49 -0.187
C -3.63450 -1.75203 2.24511 0.35 0.44 -0.40 -0.166
C -3.55945 -0.25069 1.97788 -0.39 -0.85 0.44 -0.082
C -4.64753 0.54367 2.24071 -0.56 0.87 -0.12 -0.119
C -5.95329 -0.01239 2.80469 0.41 -0.03 0.67 -0.128
O -7.06212 0.89915 2.61485 -0.29 -1.12 -0.74 -0.053
C -7.95458 0.23775 1.75648 -0.32 -0.14 -0.41 -0.494
C -7.62736 0.41921 0.26530 0.00 -0.30 0.97 0.033
O -8.86306 -0.43118 2.16987 0.70 0.71 -0.12 0.131
C -4.58882 1.95006 1.98877 0.64 -0.77 -0.07 0.023
C -3.41679 2.48735 1.51690 -0.12 0.79 0.04 -0.137
C -3.40027 4.00945 1.29403 -0.58 -0.55 0.16 -0.198
N -4.13279 4.62838 2.43130 0.32 -0.11 -0.43 -0.017
C -2.27423 1.67218 1.27157 0.01 0.64 -0.13 -0.151
N -1.12565 2.28781 0.83013 0.07 -1.11 0.05 0.192
C -0.12139 1.48098 0.61452 0.38 0.55 -0.01 -0.204
C 1.19604 2.12110 0.15872 -0.56 -0.36 -0.15 -0.127
C 1.75658 1.57284 -1.17788 0.48 0.77 -0.09 -0.212
C 0.75426 1.58146 -2.35539 0.38 -0.78 -0.28 -0.186
C -0.18951 0.33153 -2.41176 0.55 1.21 -0.26 -0.279
N -0.39355 -0.04911 -3.81639 0.17 -0.17 0.39 -0.018
C -0.23384 0.04601 0.83485 0.93 -0.82 0.09 -0.292
N 0.91578 -0.73733 0.57489 -0.52 0.19 0.17 0.121
N -1.30191 -0.58963 1.24977 0.37 2.03 -0.28 0.212
C -2.33063 0.28809 1.48145 -1.67 -0.64 0.31 -0.142
H -2.98088 -4.22739 1.88887 -0.01 0.10 -0.31 0.092
H -1.66022 -3.16918 1.34539 -0.18 -0.26 -0.36 0.069
H -2.68993 -4.07913 0.12611 0.20 0.24 0.24 0.076
H -2.79396 -2.02211 2.90897 -0.20 -0.05 -0.33 0.127
H -4.56100 -2.06849 2.74717 0.28 0.23 -0.06 0.117
H -6.18018 -1.00879 2.39036 -0.03 0.46 -0.03 0.123
H -5.88445 -0.16773 3.89642 0.12 0.11 -0.38 0.146
H -8.33374 -0.18982 -0.30730 0.12 0.41 0.01 0.087
H -6.60426 0.04672 0.08517 -0.29 0.31 0.04 0.090
H -7.67173 1.49334 0.04517 0.02 -0.34 -0.18 0.090
H -5.43182 2.61342 2.16927 0.12 -0.36 0.00 0.120
H -4.01134 4.18478 0.39028 0.51 0.18 0.11 0.111
H -2.38602 4.40692 1.16691 -0.26 -0.29 -0.10 0.100
H -3.89031 5.61162 2.49481 0.04 -0.15 0.23 0.065
H -3.84532 4.13539 3.27153 -0.02 0.44 0.10 0.070
H 1.90914 2.05541 1.00016 0.01 -0.11 -0.44 0.117
H 0.98475 3.19155 0.00744 -0.06 -0.37 0.21 0.114
H 2.58572 2.24718 -1.46782 -0.30 -0.19 0.19 0.103
H 2.23032 0.58723 -1.06789 -0.42 0.23 -0.04 0.093
H 1.35601 1.51432 -3.27995 -0.19 0.06 0.34 0.087
H 0.19012 2.52806 -2.43870 0.14 -0.32 0.30 0.114
H -1.11538 0.62194 -1.88195 0.14 -0.62 -0.05 0.103
H 0.33422 -0.50048 -1.92112 -0.41 0.25 0.00 0.098
H -1.08757 0.52254 -4.28038 -0.08 -0.22 0.06 0.063
H -0.62685 -1.03267 -3.87259 -0.31 0.22 -0.22 0.059
H 1.65397 -0.54175 1.24567 0.15 -0.14 -0.26 0.094
H 0.65189 -1.71704 0.59045 0.17 0.10 0.29 0.091
C -3.94272 -7.70123 -4.60319 0.13 -0.16 -0.22 -0.044
O -4.80315 -7.38145 -3.51005 -0.02 -0.01 0.02 0.004
C -4.67922 -6.12932 -3.06472 -0.10 -0.07 0.07 -0.622
O -3.92906 -5.29628 -3.50086 0.03 0.00 -0.01 0.124
O -5.53093 -5.96423 -2.05279 -0.03 -0.05 0.00 0.008
C -5.50649 -4.65797 -1.47378 -0.09 0.28 0.19 -0.029
H -4.13544 -8.73672 -4.87245 -0.15 0.02 0.17 0.092
H -4.16080 -7.06860 -5.46262 0.09 0.09 0.07 0.097
H -2.89771 -7.60294 -4.31198 -0.03 0.14 -0.04 0.097
H -5.78814 -3.90538 -2.20898 0.16 -0.02 -0.04 0.101
H -4.52478 -4.43932 -1.05994 0.01 0.07 -0.14 0.072
H -6.23484 -4.64205 -0.66691 -0.03 -0.25 -0.06 0.097
C -7.18487 5.69027 -4.42156 -0.08 -0.01 -0.29 -0.044
O -6.36624 5.62970 -3.25373 0.04 -0.01 0.01 0.002
C -7.02158 5.86264 -2.11408 0.13 -0.02 0.02 -0.623
O -8.19437 6.10721 -2.01207 -0.02 0.00 -0.02 0.126
O -6.14828 5.77622 -1.11019 0.04 -0.01 -0.03 -0.002
C -6.71411 6.00464 0.18289 0.00 0.07 0.37 -0.035
H -6.54365 5.48557 -5.27531 0.15 -0.02 0.16 0.092
H -7.96857 4.93483 -4.38198 -0.06 0.11 0.07 0.097
H -7.61723 6.68328 -4.53739 -0.10 -0.06 0.09 0.098
H -7.47849 5.26125 0.40515 -0.08 0.09 -0.08 0.100
H -7.12796 7.01018 0.25059 -0.13 -0.08 -0.10 0.099
H -5.91434 5.90604 0.91278 0.11 -0.12 -0.18 0.067
C 4.30786 -3.81206 1.09759 -0.12 -0.15 -0.27 -0.041
O 5.24527 -3.41628 2.10310 -0.01 -0.02 0.00 -0.008
C 4.91900 -2.29413 2.74491 0.17 -0.09 0.02 -0.621
O 3.93759 -1.62693 2.54492 -0.12 0.06 -0.03 0.116
O 5.86731 -2.04103 3.64532 -0.01 -0.04 -0.01 0.007
C 5.64659 -0.85677 4.41438 0.04 0.25 0.23 -0.037
H 4.68159 -4.73043 0.65217 0.15 0.02 0.15 0.098
H 3.33066 -4.00908 1.53732 -0.01 0.13 -0.02 0.094
H 4.23252 -3.05126 0.32163 -0.08 0.06 0.10 0.099
H 4.72336 -0.93631 4.98667 -0.05 0.04 -0.13 0.098
H 5.62292 0.02109 3.77020 -0.13 -0.05 -0.01 0.098
H 6.48010 -0.76171 5.10539 0.06 -0.19 -0.10 0.094
C 7.63915 2.25087 -3.31029 0.26 -0.01 0.24 -0.034
O 6.94877 2.05639 -4.54406 0.00 -0.01 -0.03 0.009
C 5.64539 2.33487 -4.48762 0.03 -0.06 -0.15 -0.621
O 5.04761 2.72034 -3.51681 0.00 0.04 0.06 0.116
O 5.12097 2.11242 -5.69205 0.04 0.00 0.00 0.008
C 3.71766 2.37047 -5.77774 -0.31 0.01 -0.11 -0.035
H 8.68290 1.99589 -3.47472 -0.08 -0.03 -0.23 0.096
H 7.58046 3.29165 -2.99610 -0.10 -0.05 0.06 0.079
H 7.23962 1.59491 -2.53759 -0.11 0.12 0.01 0.100
H 3.50508 3.41677 -5.56181 0.01 -0.05 0.13 0.099
H 3.16441 1.72029 -5.10114 0.03 0.10 0.08 0.087
H 3.41235 2.15415 -6.79824 0.22 -0.05 -0.02 0.094
C 11.23552 5.37982 1.67785 0.24 0.01 0.21 -0.043
O 10.53944 5.18876 0.44595 0.00 -0.02 -0.05 0.003
C 9.23585 5.46760 0.50560 0.06 -0.03 -0.10 -0.623
O 8.63896 5.84879 1.47697 -0.01 0.00 0.02 0.126
O 8.71098 5.24898 -0.70134 0.03 -0.03 -0.05 0.000
C 7.30875 5.50865 -0.78717 -0.34 0.03 -0.10 -0.039
H 12.27710 5.12269 1.50237 -0.08 -0.04 -0.21 0.093
H 11.17931 6.42047 1.99426 -0.13 -0.05 0.05 0.098
H 10.83729 4.72358 2.45061 -0.09 0.11 0.01 0.097
H 7.09421 6.55383 -0.56887 0.03 -0.05 0.14 0.099
H 6.75480 4.85671 -0.11313 0.04 0.10 0.09 0.101
H 6.99774 5.29555 -1.80687 0.22 -0.05 -0.02 0.082
C 4.70044 -6.23319 3.72954 0.23 0.24 -0.06 -0.038
O 4.03894 -7.19079 4.55637 -0.01 -0.03 0.02 0.011
C 3.09858 -7.89556 3.92614 0.04 -0.02 0.13 -0.621
O 2.78786 -7.78209 2.76916 -0.01 0.02 -0.02 0.122
O 2.56238 -8.74703 4.80117 0.02 0.02 0.02 0.006
C 1.53170 -9.57309 4.25849 -0.23 -0.22 -0.02 -0.042
H 5.43805 -5.72326 4.34372 -0.09 -0.13 0.16 0.099
H 5.21494 -6.72646 2.90559 -0.14 0.02 -0.06 0.103
H 3.99229 -5.49735 3.35341 -0.02 -0.11 -0.08 0.080
H 1.92124 -10.19630 3.45468 -0.03 0.12 -0.07 0.098
H 0.69981 -8.96662 3.90282 0.09 0.00 -0.12 0.098
H 1.17859 -10.21608 5.06071 0.16 0.11 0.11 0.093
```
Forces are in eV/Å.

Output
- Multiplicity: 1
- Energy: -3263.396130 Ha
- E_LUMO: 0.04 eV
- SMILES: COCc1c(COC(C)=O)cc(CN)c2nc(CCCCN)c(N)nc12.COC(=O)OC.COC(=O)OC.COC(=O)OC.COC(=O)OC.COC(=O)OC.COC(=O)OC
- Gap between HOMO and LUMO: 8.602 eV
- Net charge: 0

---

This record from the Open Molecules 2025 dataset describes the molecule C5H6F2N2. The level of theory is ωB97M-V/def2-TZVPD.

Structure (XYZ):
```
15
Properties=species:S:1:pos:R:3:forces:R:3:lowdin_charge:R:1
N -1.03022 2.68940 -1.95497 0.00 0.27 0.07 0.186
C -0.84325 1.90583 -1.14148 0.29 -0.08 -0.12 -0.119
C -0.60925 0.76793 -0.23460 -1.96 -0.26 -0.13 -0.475
F -1.83856 0.65915 0.47141 0.85 0.05 0.28 0.020
C 0.62654 0.78971 0.69472 0.22 2.28 -0.95 -0.076
C 1.07609 -0.75756 0.78391 -0.14 2.89 2.64 -0.147
C 0.06977 -1.45077 -0.07764 -0.76 -2.40 0.68 -0.189
N -0.41284 -0.41483 -1.02348 1.58 -2.52 0.84 -0.032
F -1.51055 -1.08018 -1.58800 -0.59 1.41 -0.18 -0.010
H 0.29347 1.36891 1.64051 0.68 -1.34 -1.37 0.146
H 1.39782 1.52600 0.13430 -1.45 -1.95 1.43 0.161
H 2.10635 -0.71320 0.40588 -0.34 -0.79 0.35 0.107
H 0.98260 -0.95794 1.93484 0.57 -0.31 -2.40 0.146
H 0.47588 -2.36063 -0.58346 -0.06 1.14 -0.20 0.127
H -0.78381 -1.97181 0.53806 1.11 1.64 -0.96 0.156
```
Forces are in eV/Å.

Output
- Multiplicity: 1
- Energy: -503.242396 Ha
- E_LUMO: 0.67 eV
- SMILES: N#C[C@]1(F)CCCN1F
- Gap between HOMO and LUMO: 11.317 eV
- Net charge: 0

---

This record from the Open Molecules 2025 dataset describes a structure of composition C7H19I2PTa. The level of theory is ωB97M-V/def2-TZVPD.

Structure (XYZ):
```
30
Properties=species:S:1:pos:R:3:forces:R:3:lowdin_charge:R:1
C 1.92850 -3.10947 0.13685 -0.17 0.01 0.04 -0.216
C 2.73065 -1.86362 0.50427 0.01 -0.13 -0.14 -0.533
P 1.69059 -0.34362 0.67954 -0.13 0.23 0.09 0.664
C 2.96186 0.94691 0.29182 0.09 -0.14 -0.17 -0.540
C 2.54442 2.37008 0.63969 0.00 0.21 -0.07 -0.214
Ta -0.49702 -0.20262 -0.59862 0.64 -0.09 0.41 0.853
C -2.33179 0.53192 0.72418 -0.25 0.24 -0.49 -1.037
I -2.13976 -0.27313 2.69972 0.19 -0.21 -0.08 0.563
C -3.61527 0.23893 0.00283 0.14 -0.05 -0.45 -0.927
C -3.90106 1.33818 -1.01775 -0.15 0.04 -0.18 -0.238
I -5.51506 -0.00218 1.15169 -0.06 0.12 0.18 0.555
H 1.20387 -3.36142 0.91565 0.06 0.04 0.02 0.060
H 1.34925 -2.93706 -0.77230 0.09 -0.02 -0.04 0.021
H 2.57081 -3.98065 -0.01737 0.03 0.05 0.02 0.057
H 3.49220 -1.65875 -0.25624 -0.07 -0.06 -0.02 0.062
H 3.25712 -2.01355 1.45322 0.00 0.00 -0.07 0.056
H 3.20825 0.86746 -0.77201 0.04 0.07 0.05 0.062
H 3.86536 0.65262 0.83697 -0.08 0.06 0.09 0.058
H 1.93898 2.79850 -0.15924 -0.08 -0.05 0.05 0.038
H 1.94865 2.41274 1.55386 0.05 -0.07 0.01 0.054
H 3.41414 3.01916 0.77570 0.01 -0.04 -0.02 0.055
H -0.21841 1.61271 -0.95121 -0.26 -0.03 0.13 -0.141
H 0.59393 -0.79725 -1.94073 -0.30 -0.08 -0.01 -0.167
H -1.28098 -1.86955 -0.30655 -0.20 0.12 -0.05 -0.138
H -1.41502 -0.09790 -2.14533 0.28 0.02 0.21 -0.155
H -2.27330 1.60705 0.90421 0.02 -0.08 0.11 -0.018
H -3.59715 -0.73150 -0.48977 -0.04 0.00 0.19 0.022
H -3.90586 2.32570 -0.54917 0.03 -0.09 0.05 0.070
H -3.13758 1.32410 -1.79773 0.09 0.01 0.11 0.031
H -4.87032 1.19621 -1.49617 0.03 -0.07 0.02 0.042
```
Forces are in eV/Å.

Output
- Multiplicity: 1
- Energy: -1271.725135 Ha
- E_LUMO: 2.61 eV
- Gap between HOMO and LUMO: 7.030 eV
- Net charge: -1

---

For each record above, in turn, the calculated largest force on an atom values are 2.1, 3.9, 0.8 eV/Å.